# C56H132Cl2CuN6O26P5

C56H132Cl2CuN6O26P5 as an isolated structure in a non-equilibrium geometry (ωB97M-V/def2-TZVPD, the OMol25 dataset).

The geometry in XYZ format:
```
228
Properties=species:S:1:pos:R:3:forces:R:3
Cu 3.0094 -0.8188 1.0552 -0.25 0.55 0.26
C 0.8931 1.4306 4.3972 -0.49 0.65 1.00
C 1.3822 0.2608 3.5615 -1.61 -0.59 0.25
C 0.3282 -0.8516 3.7565 0.09 -0.60 -0.88
C -0.9930 -0.6738 3.0171 -0.11 1.47 0.14
C -0.7586 -0.2673 1.5622 -0.10 -1.55 0.14
C 0.2995 0.8075 1.3479 -1.13 0.73 0.21
N 1.4727 0.5358 2.1421 1.50 -1.54 -0.69
O 2.5717 1.3841 1.8554 0.16 0.41 -0.08
C -0.3366 2.1937 1.6165 0.06 0.45 -0.52
C 0.6477 0.7624 -0.1279 0.46 0.11 0.05
C 2.7066 -0.2765 4.0854 -0.19 1.27 0.00
H 0.8050 1.1665 5.4630 0.52 -0.10 -0.12
H -0.1383 1.7089 4.1775 0.10 -0.05 -0.35
H 1.4863 2.3404 4.3268 0.12 -0.24 -0.20
H 0.1404 -1.0145 4.8202 0.16 -0.10 0.02
H 0.7628 -1.7569 3.3006 0.11 -0.01 0.41
H -1.6095 0.1321 3.4484 0.20 -0.33 0.18
H -1.5466 -1.6097 3.1120 -0.24 0.10 -0.22
H -1.6933 0.0136 1.0673 -0.03 0.19 0.11
H -0.4593 -1.2026 1.0685 0.34 0.18 -0.27
H -0.9634 2.4963 0.7658 0.01 -0.16 0.06
H 0.4595 2.9445 1.6748 -0.03 -0.12 0.23
H -0.9784 2.2352 2.4935 0.10 -0.02 0.10
H -0.2531 0.9705 -0.7017 -0.07 -0.08 -0.22
H 1.0410 -0.2279 -0.3672 -0.04 -0.02 -0.16
H 1.4271 1.4913 -0.3531 -0.03 0.04 -0.04
H 2.5549 -0.8567 4.9962 -0.07 -0.10 -0.04
H 3.3380 0.5842 4.3282 -0.56 -0.38 -0.10
H 3.2490 -0.8450 3.3259 -0.18 -0.27 0.07
C 4.3866 -0.3456 -1.8047 -0.22 0.19 0.17
O 3.5681 -0.0743 -0.9314 0.20 -0.13 -0.49
N 4.3965 0.1963 -3.0426 0.02 -0.55 0.72
C 5.4134 -0.1639 -4.0100 0.04 0.16 -0.13
C 3.3380 1.0958 -3.4487 0.13 0.08 -0.41
H 5.1971 -1.0616 -1.6279 0.11 -0.01 0.00
H 5.9816 0.7236 -4.3020 -0.16 -0.01 -0.18
H 4.9503 -0.6275 -4.8830 0.10 0.10 -0.09
H 6.1418 -0.8619 -3.6016 -0.19 -0.10 0.24
H 2.8493 1.5093 -2.5741 0.05 0.04 0.11
H 3.7980 1.8745 -4.0611 -0.22 0.16 0.10
H 2.5667 0.6004 -4.0484 0.14 -0.13 0.00
C 3.4376 4.4190 4.8768 -0.12 -0.24 -0.71
O 4.2431 4.5555 5.7720 0.18 0.13 0.30
N 3.3755 5.1646 3.7455 0.09 0.79 0.33
C 2.3769 4.9339 2.7187 0.57 -1.03 0.36
C 4.2351 6.3409 3.5689 0.11 -1.08 -0.35
H 2.6913 3.6022 4.8713 0.12 0.26 0.08
H 1.8576 5.8550 2.4742 -0.09 0.03 -0.07
H 1.7139 4.1501 3.0832 -0.35 0.24 0.01
H 2.8306 4.4656 1.8387 0.04 0.41 -0.15
H 4.8332 6.1605 2.6683 -0.13 0.35 -0.07
H 3.6198 7.2342 3.4635 0.11 0.09 0.01
H 4.9361 6.4160 4.3936 -0.21 0.06 0.22
C -0.7900 4.8718 -3.7399 -0.10 -0.72 0.62
O -1.8478 5.2764 -3.2925 0.23 0.09 -0.04
N 0.3241 4.6097 -3.0067 -0.23 -0.14 -0.59
C 1.5991 4.3115 -3.6182 0.82 0.99 0.73
C 0.4229 4.8484 -1.5879 0.66 0.13 0.14
H -0.6849 4.5269 -4.7816 0.12 0.34 -0.14
H 2.1162 3.5662 -3.0088 -0.24 -0.46 -0.46
H 2.2657 5.1812 -3.4827 -0.17 0.02 -0.22
H 1.5732 4.1126 -4.6843 -0.32 -0.38 0.02
H -0.5465 4.9922 -1.1294 -0.12 0.08 -0.13
H 0.9468 4.0073 -1.1185 -0.30 -0.13 -0.01
H 1.0922 5.7024 -1.4166 -0.35 0.16 0.12
C -1.6744 8.3255 2.1503 -0.46 -0.04 0.21
O -2.3371 9.3293 1.9782 0.23 -0.19 -0.04
N -1.8959 7.1209 1.5638 0.19 1.12 -0.48
C -1.0531 6.0036 1.8514 -0.21 -0.86 0.32
C -3.0509 6.9023 0.7169 0.09 -0.39 -0.36
H -0.8544 8.2688 2.8902 0.11 0.15 -0.20
H -0.2202 6.2751 2.4905 -0.05 0.25 0.11
H -0.6268 5.5358 0.9608 -0.13 0.12 -0.08
H -1.6390 5.2419 2.3838 0.19 -0.13 -0.09
H -3.7003 6.2125 1.2635 -0.32 0.09 -0.35
H -3.5685 7.8064 0.4142 0.04 0.32 0.75
H -2.7808 6.4767 -0.2564 0.28 -0.32 0.30
C -4.3786 1.4716 -0.3536 0.11 -0.81 -0.15
O -4.5987 0.4147 -0.9326 0.01 0.44 0.07
N -3.9884 2.6183 -0.9462 -0.19 -0.36 -0.08
C -3.7314 3.7768 -0.1558 -0.49 0.85 -0.11
C -4.0530 2.8214 -2.3764 0.28 -0.18 0.00
H -4.4577 1.5592 0.7405 0.00 -0.04 0.00
H -3.6263 3.5245 0.8957 0.19 -0.06 0.03
H -4.5687 4.4835 -0.2516 0.06 0.01 0.10
H -2.8610 4.3071 -0.5423 0.22 -0.15 0.18
H -3.0579 3.0716 -2.7530 -0.10 0.05 -0.10
H -4.4095 1.9096 -2.8494 -0.04 -0.04 0.03
H -4.7235 3.6539 -2.6054 0.01 -0.02 -0.02
Cl 4.7389 4.7539 -0.8907 -0.18 -0.08 -0.22
C 4.5292 3.0381 -0.4152 -0.67 -0.08 0.52
C 5.7759 2.5038 0.2261 0.19 0.01 -0.41
Cl 6.1844 3.4604 1.6584 0.15 0.02 0.38
H 4.2389 2.4666 -1.2903 0.26 0.02 -0.14
H 3.6961 2.9642 0.2914 0.05 0.08 -0.02
H 6.6142 2.5867 -0.4641 0.09 -0.09 0.08
H 5.6353 1.4691 0.5326 -0.13 -0.03 0.03
C -4.1231 -3.2394 2.8761 -0.23 -1.70 -0.09
C -4.9162 -2.0275 2.4941 0.82 0.24 -0.21
O -5.4113 -1.3658 3.6802 -0.26 -0.74 -0.32
P -5.6383 0.1870 3.6087 0.26 0.14 0.76
O -6.1225 0.7064 2.3475 -0.18 0.37 -0.95
O -6.5456 0.4409 4.8721 -0.12 0.00 0.07
C -7.9184 -0.0148 4.8757 0.18 0.00 0.26
C -8.7999 0.7327 3.9094 -0.55 -0.41 0.14
O -4.2614 0.8128 4.0516 0.25 0.12 0.07
C -3.5900 0.3150 5.2237 0.18 0.10 0.89
C -3.0745 1.5010 6.0514 -0.33 -0.40 -0.50
H -3.3105 -3.1176 3.5947 0.12 0.64 -0.30
H -4.6831 -4.0826 3.3080 -0.53 0.51 0.03
H -3.7750 -3.7024 1.9469 0.31 0.33 0.06
H -4.2453 -1.3603 1.9345 -0.09 0.18 0.26
H -5.7122 -2.2401 1.7802 -0.25 -0.16 0.37
H -7.9388 -1.0896 4.6831 0.05 0.00 0.07
H -8.2339 0.1695 5.9001 -0.07 -0.10 0.03
H -8.7080 0.3545 2.8958 0.32 0.33 -0.14
H -9.8369 0.5263 4.1954 0.03 0.18 0.09
H -8.6130 1.8000 3.9845 -0.03 0.06 -0.23
H -4.2534 -0.2849 5.8496 -0.25 0.06 -0.27
H -2.7789 -0.3416 4.9055 -0.12 0.11 0.00
H -2.0838 1.7837 5.7033 0.00 0.30 0.09
H -3.7873 2.3165 5.9357 0.16 0.14 -0.06
H -3.0476 1.2647 7.1134 0.20 -0.17 -0.01
C -1.4324 -5.2193 1.4921 -0.13 -0.38 0.19
C -0.0213 -4.9873 1.9448 -0.15 -0.31 0.66
O 0.8498 -5.2042 0.8164 -0.41 0.25 0.01
P 2.1595 -4.3534 0.6889 0.16 -0.04 0.88
O 2.0604 -2.9388 1.0794 0.01 0.36 0.07
O 3.1703 -5.2004 1.5430 0.53 0.22 0.22
C 4.3791 -4.6220 2.0953 -0.02 0.64 0.13
C 5.3426 -5.7456 2.3327 0.16 -0.63 -0.44
O 2.5900 -4.6334 -0.7730 0.14 -0.05 -1.02
C 1.6964 -4.2881 -1.8788 -0.09 -0.30 0.54
C 1.6462 -2.8005 -2.0717 0.43 1.01 -0.70
H -1.6764 -4.5087 0.7079 -0.31 -0.06 0.00
H -1.5770 -6.2458 1.1487 0.23 0.08 -0.30
H -2.1351 -5.1511 2.3214 0.07 0.43 0.04
H 0.1153 -3.9875 2.3636 0.04 0.11 -0.29
H 0.2598 -5.6897 2.7340 0.10 -0.08 -0.12
H 4.8093 -3.8653 1.4326 -0.14 -0.20 -0.33
H 4.1547 -4.0300 2.9883 -0.29 -0.43 0.12
H 6.1691 -5.4484 2.9666 0.16 0.19 0.11
H 4.8708 -6.6255 2.7734 -0.16 0.22 0.19
H 5.7410 -6.0934 1.3733 0.07 0.09 0.10
H 2.1409 -4.8357 -2.7031 -0.13 0.18 -0.27
H 0.7180 -4.7139 -1.6429 0.01 0.00 -0.16
H 2.6708 -2.4125 -2.0716 -0.12 -0.04 0.16
H 1.2323 -2.4666 -3.0314 -0.09 -0.57 -0.04
H 1.0837 -2.2326 -1.3328 0.08 -0.36 0.34
C -2.5101 -1.7359 -2.4189 0.12 -0.34 -1.08
C -2.3158 -2.7039 -1.2799 0.49 0.38 0.12
O -2.5072 -4.0652 -1.7012 0.17 -0.02 -0.46
P -3.8974 -4.7879 -1.5290 0.42 0.87 0.30
O -4.3857 -4.7293 -0.1514 -0.45 -0.21 0.12
O -4.7757 -4.0792 -2.6349 -0.25 -0.35 0.09
C -6.0841 -4.6000 -2.9044 -0.53 -0.04 -0.21
C -6.4809 -4.2230 -4.3080 0.70 -0.45 -0.30
O -3.6143 -6.2063 -2.1298 0.47 0.04 -0.22
C -2.4084 -6.9235 -1.7515 -0.86 -1.11 -0.25
C -1.7263 -7.4302 -3.0021 0.05 -0.08 0.02
H -1.6987 -1.8570 -3.1482 0.02 -0.07 0.16
H -3.4144 -1.9673 -2.9839 -0.18 0.21 0.28
H -2.5118 -0.6894 -2.1325 -0.19 -0.04 0.42
H -1.2643 -2.6763 -1.0023 0.04 0.08 0.44
H -2.9368 -2.4785 -0.4111 -0.06 -0.05 -0.05
H -6.0944 -5.6913 -2.8455 0.20 0.01 0.19
H -6.8090 -4.2242 -2.1817 0.21 0.15 0.17
H -6.3722 -3.1620 -4.5187 -0.46 0.15 0.24
H -5.7870 -4.7111 -5.0001 -0.14 -0.09 -0.01
H -7.4759 -4.6297 -4.4841 -0.11 0.37 -0.21
H -1.7661 -6.3536 -1.0902 -0.02 0.23 -0.07
H -2.8119 -7.7918 -1.2237 0.35 0.08 0.28
H -2.4588 -7.9420 -3.6271 -0.02 0.11 -0.04
H -1.2479 -6.6440 -3.5851 -0.03 0.05 0.06
H -0.9840 -8.1820 -2.7248 0.11 0.14 0.02
C 7.7609 -2.3066 -0.6824 0.09 -0.01 -0.03
C 8.1225 -2.5031 0.7722 0.38 -0.90 -0.02
O 7.8642 -1.3322 1.5529 0.43 -0.15 -0.25
P 6.5157 -1.2402 2.3449 -0.31 1.09 0.73
O 5.2813 -1.2294 1.5593 -0.46 -0.63 -0.45
O 6.7619 0.0692 3.1564 0.22 0.52 0.23
C 5.6265 0.6893 3.8370 -0.14 0.87 -0.27
C 5.3226 0.0719 5.1771 0.24 -0.17 0.26
O 6.5578 -2.3912 3.4234 -0.25 -0.68 -0.34
C 7.7905 -2.7577 4.0394 0.52 -0.78 0.70
C 7.5053 -3.3048 5.4255 -0.55 0.79 -0.04
H 6.7169 -2.5475 -0.8685 -0.09 0.12 -0.02
H 7.9647 -1.2711 -0.9546 -0.06 0.01 -0.08
H 8.3824 -2.9469 -1.3101 -0.07 -0.04 0.01
H 7.6327 -3.3874 1.2024 -0.34 0.26 -0.06
H 9.1790 -2.7593 0.8768 0.09 0.53 0.02
H 5.8402 1.7459 4.0060 0.71 -0.17 -0.23
H 4.7923 0.7273 3.1289 0.03 -0.31 0.15
H 6.2362 -0.0923 5.7506 0.13 -0.11 -0.15
H 4.7487 0.7970 5.7567 -0.07 -0.12 -0.02
H 4.7412 -0.8465 5.0914 0.34 -0.01 0.20
H 8.2858 -3.5441 3.4569 -0.14 0.21 -0.22
H 8.4828 -1.9198 4.1284 -0.18 0.20 -0.20
H 7.0178 -2.5091 5.9969 0.19 -0.07 0.14
H 6.7901 -4.1252 5.4122 0.23 -0.25 -0.13
H 8.4401 -3.5749 5.9093 -0.03 -0.18 0.08
C -5.8212 1.9996 -6.2883 -0.20 0.65 0.22
C -4.9436 1.0458 -7.0428 -0.56 -0.57 0.31
O -3.8526 1.7664 -7.6284 -0.46 0.40 -0.33
P -2.4888 1.0299 -7.8941 0.23 -0.70 0.32
O -1.5280 1.7704 -8.6922 0.15 0.65 -0.19
O -2.0212 0.5870 -6.4499 0.17 0.03 0.25
C -1.4102 1.5868 -5.6154 0.47 -0.17 0.47
C -1.0119 0.9385 -4.2965 0.44 0.23 -0.78
O -2.8744 -0.3914 -8.4616 0.08 -0.28 -0.10
C -3.2987 -0.4598 -9.8287 -0.59 0.37 -0.53
C -3.3392 -1.8959 -10.2610 -0.05 -0.42 0.53
H -6.3261 2.6943 -6.9620 0.06 -0.02 -0.02
H -6.5883 1.4785 -5.7147 0.04 -0.16 -0.10
H -5.2447 2.5987 -5.5796 0.07 -0.09 -0.04
H -4.6015 0.2476 -6.3770 0.34 0.19 -0.03
H -5.5341 0.5406 -7.8152 0.25 0.17 -0.19
H -0.5425 2.0072 -6.1305 -0.09 -0.06 -0.10
H -2.1055 2.3991 -5.3810 -0.14 -0.03 -0.33
H -0.4234 0.0312 -4.4470 -0.32 -0.16 -0.17
H -0.3093 1.6161 -3.8032 -0.47 0.15 0.44
H -1.9237 0.7340 -3.7462 0.24 -0.06 0.46
H -4.3017 -0.0182 -9.8985 0.04 -0.09 0.06
H -2.6738 0.1428 -10.4925 0.31 -0.04 0.32
H -3.7165 -1.9868 -11.2764 0.05 0.02 -0.08
H -2.3583 -2.3638 -10.1775 0.06 0.09 -0.17
H -4.0010 -2.4506 -9.5903 -0.04 -0.01 -0.13
```
Positions in Å, forces in eV/Å.

Summary:
- net charge = 0
- orbital gap (eV) = 5.75

These are the Löwdin partial charges, in e, on atoms 1 to 4: 0.317 -0.023 -0.501 -0.126